This record from the Open Molecules 2025 dataset describes a 2-piece molecular cluster, C17H19FNO overall. The level of theory is the ωB97M-V functional and the def2-TZVPD basis.

Values from the calculation:
LUMO level: -4.97 eV
multiplicity: 1
net charge: +1
energy relative to the best compared isomer or geometry (same formula, charge and spin): 239.1 kJ/mol
electronic energy: -888.71729 Ha

Last column: Löwdin charge in e.
Geometry (Å):
F -3.826 -2.614 -3.343  0.069
O -0.009 4.098 -0.384  -0.116
N 0.000 1.380 -0.209  -0.048
C 2.212 -1.370 3.148  -0.049
C 2.002 -1.539 0.354  -0.020
C -2.591 -1.308 -0.183  -0.004
C -2.959 -2.284 -2.328  -0.210
C 3.183 -1.919 0.998  -0.044
C -1.203 -1.339 -0.417  -0.210
C 1.013 -1.048 2.525  -0.017
C -1.175 1.979 -0.760  -0.142
C -0.319 -0.566 0.478  -0.019
C -3.486 -1.793 -1.130  0.029
C 0.817 2.073 0.738  -0.145
C 0.907 -1.111 1.118  -0.213
C 3.314 -1.778 2.383  -0.040
C -0.716 -1.946 -1.578  0.001
C -1.592 -2.428 -2.548  0.032
C -0.726 3.312 -1.337  -0.167
C 1.156 3.418 0.094  -0.162
H -1.562 3.952 -1.633  0.140
H -0.907 0.012 1.201  0.131
H -1.581 1.338 -1.551  0.142
H 4.013 -2.273 0.397  0.115
H 0.293 0.410 -0.532  0.119
H -1.926 2.111 0.032  0.141
H -0.079 3.092 -2.215  0.140
H -2.964 -0.838 0.736  0.133
H 1.744 1.508 0.936  0.142
H 4.271 -1.980 2.866  0.120
H 2.299 -1.266 4.232  0.120
H 1.620 4.123 0.799  0.141
H 0.148 -0.690 3.101  0.129
H 1.937 -1.520 -0.731  0.105
H -4.560 -1.753 -0.967  0.134
H 0.355 -1.990 -1.751  0.106
H 0.260 2.208 1.684  0.144
H -1.217 -2.861 -3.469  0.133
H 1.853 3.203 -0.754  0.141

Cartesian forces (eV/Å) of the 3 atoms listed first:
F 1.1 0.3 1.4
O 0.2 -1.1 0.1
N 1.2 -3.2 -1.0

=====

This record from the Open Molecules 2025 dataset describes a single C4H10BN molecule. The level of theory is the ωB97M-V functional and the def2-TZVPD basis.

Values from the calculation:
structure (SMILES): CN(C)B1CC1
LUMO level: 0.73 eV
multiplicity: 1
energy relative to the best compared isomer or geometry (same formula, charge and spin): 266.3 kJ/mol
electronic energy: -237.92857 Ha

Last column: Löwdin charge in e.
Geometry (Å):
N -0.623 0.052 -0.035  -0.053
C 2.074 -0.791 0.126  -0.067
C -1.235 1.340 0.079  -0.101
C -1.638 -1.281 -0.008  0.043
C 2.061 0.796 -0.125  -0.057
B 0.750 -0.074 -0.044  -0.475
H 2.639 1.035 -1.055  0.084
H -2.063 1.305 -0.493  0.039
H -1.591 1.704 1.023  0.081
H -0.612 2.191 -0.211  0.099
H -1.038 -2.180 0.389  0.107
H -2.132 -1.227 -1.061  0.110
H 2.549 -1.274 -0.761  0.094
H 2.488 -1.024 0.997  0.019
H -2.368 -1.149 0.669  0.002
H 2.433 1.213 0.826  0.074

Cartesian forces (eV/Å) of the 3 atoms listed first:
N -0.7 -3.1 1.0
C -0.8 0.8 -5.0
C 1.4 0.9 0.6

=====

This record from the Open Molecules 2025 dataset describes C12H21Br2N3Pd as an isolated structure. The level of theory is the ωB97M-V functional and the def2-TZVPD basis.

Values from the calculation:
LUMO level (spin up / spin down): 0.47 / -1.12 eV
multiplicity: 3
electronic energy: -5910.00968 Ha

Last column: Löwdin charge in e.
Geometry (Å):
Pd -25.534 -25.699 -22.256  0.395
Br -26.550 -23.242 -22.729  -0.336
Br -24.869 -26.269 -24.798  -0.309
N -24.534 -27.847 -21.699  0.111
N -23.552 -24.802 -21.920  0.094
N -25.902 -25.557 -19.978  0.117
C -22.649 -31.411 -24.527  -0.106
C -27.618 -25.241 -16.933  -0.254
C -24.067 -28.828 -22.042  -0.189
C -22.038 -22.683 -21.632  -0.156
C -22.889 -23.892 -21.728  -0.165
C -23.449 -30.043 -22.563  -0.180
C -26.192 -25.083 -18.980  -0.171
C -21.367 -22.440 -22.968  -0.259
C -23.505 -30.221 -24.081  -0.265
C -26.618 -24.436 -17.740  -0.175
C -28.874 -25.678 -17.699  -0.091
C -22.289 -22.334 -24.190  -0.097
H -22.646 -31.486 -25.610  0.073
H -25.747 -24.261 -17.103  0.123
H -23.163 -29.294 -24.552  0.096
H -26.963 -23.439 -18.024  0.133
H -22.981 -32.314 -24.016  0.073
H -22.908 -21.439 -24.242  0.077
H -20.734 -21.555 -22.887  0.108
H -24.516 -30.323 -24.479  0.114
H -27.099 -26.018 -16.373  0.110
H -22.928 -23.216 -24.279  0.057
H -22.399 -30.084 -22.272  0.123
H -23.959 -30.899 -22.112  0.124
H -20.702 -23.265 -23.234  0.112
H -21.606 -31.238 -24.243  0.073
H -21.308 -22.767 -20.832  0.117
H -22.758 -21.893 -21.402  0.128
H -21.714 -22.359 -25.119  0.074
H -27.967 -24.573 -16.138  0.108
H -29.608 -24.875 -17.740  0.077
H -29.313 -26.598 -17.327  0.073
H -28.633 -25.865 -18.751  0.065

Cartesian forces (eV/Å) of the 3 atoms listed first:
Pd 0.7 0.5 -0.9
Br 0.3 -1.0 0.3
Br -0.3 0.1 0.9

=====

This record from the Open Molecules 2025 dataset describes C11H15Cl2InLuO2 as an isolated structure. The level of theory is the ωB97M-V functional and the def2-TZVPD basis.

Values from the calculation:
LUMO level: 2.29 eV
multiplicity: 1
net charge: -1
electronic energy: -2924.81270 Ha

Last column: Löwdin charge in e.
Geometry (Å):
Lu -0.068 -0.051 -0.677  1.220
In 0.124 -1.287 -3.826  0.623
Cl 1.428 0.888 -2.397  -0.095
Cl 0.733 1.474 7.790  0.666
O -0.241 1.202 1.210  -0.161
O 0.660 -0.828 1.382  -0.145
C -0.503 -1.996 -1.923  -0.526
C 1.025 -0.127 5.640  -0.097
C 0.938 -0.393 4.270  -0.008
C -1.284 -0.427 -5.264  -0.266
C 0.644 1.143 6.113  -0.692
C 1.919 -1.424 -5.031  -0.297
C 0.477 0.584 3.386  -0.144
C 0.301 0.284 1.946  -0.557
C 0.112 1.843 3.862  -0.008
C 0.183 2.131 5.223  -0.093
C -2.088 0.847 -1.208  -0.344
H 1.348 -0.896 6.347  0.103
H -0.264 2.583 3.161  0.122
H 1.209 -1.368 3.858  0.123
H 2.707 -1.912 -4.441  -0.038
H 2.208 -0.396 -5.296  -0.033
H -2.812 0.676 -0.399  -0.047
H -1.971 1.932 -1.343  -0.045
H -0.131 3.106 5.596  0.104
H 0.138 -2.729 -1.371  -0.090
H -1.514 -2.453 -2.002  -0.084
H -1.171 -0.958 -6.219  -0.038
H 1.702 -1.985 -5.949  -0.037
H -2.309 -0.517 -4.890  -0.040
H -2.493 0.430 -2.140  -0.049
H -1.008 0.627 -5.406  -0.029

Cartesian forces (eV/Å) of the 3 atoms listed first:
Lu -0.5 -0.6 -0.5
In -0.1 -0.2 -0.2
Cl 0.5 0.4 -0.3